1.
ORCA calculation (ωB97M-V/def2-TZVPD) on a molecular structure, C16H48LiN20O17 at a distorted geometry.

Positions of all 102 atoms, in Å:
H (0.89000, 1.61991, 5.67839)
C (0.64800, -0.12873, -0.45119)
H (-0.46699, -2.01343, -0.78661)
H (4.79681, -0.35342, 4.37218)
C (-1.65175, -0.29079, -1.26842)
H (-3.12436, 0.21474, -4.71013)
H (1.00915, 0.40847, 4.42782)
O (-6.19916, 4.64449, 1.21989)
C (-5.60685, 3.91157, 0.47341)
N (1.83101, -3.42913, -0.25444)
H (0.25160, -3.19922, -3.09883)
C (-6.26197, -2.51440, -2.03792)
H (-1.14153, -3.00143, -2.54028)
C (4.13446, -1.19719, 2.78595)
H (-5.64073, -0.94508, -1.00935)
H (1.67279, -1.33269, 3.85134)
H (1.41985, -2.51107, -0.16380)
C (-0.68600, 1.97550, -1.05662)
N (0.93488, 3.42746, 4.11357)
O (1.40542, 1.86032, 2.59021)
H (4.66264, -2.10085, 4.49424)
O (1.68559, 6.10618, 1.21825)
N (3.88351, 3.58012, -2.61994)
H (0.54829, 3.65354, 5.01885)
C (1.17000, 2.20396, 3.75547)
N (-0.58559, -5.11618, -0.03942)
O (-7.16204, -3.13672, -2.75152)
H (0.44457, -1.13432, 2.53620)
C (0.56467, -2.84608, 3.47522)
O (-2.82996, 3.15339, -4.21153)
H (0.64285, 3.86696, 1.02170)
C (-0.75577, -6.05024, 0.85295)
O (4.24008, 0.82263, -0.27258)
N (0.92301, 1.37772, 4.69842)
H (2.92146, -0.73777, -1.45523)
N (-5.90834, 2.65654, 0.36989)
N (-1.73458, -6.84146, 0.53639)
H (2.20051, -4.14831, 0.35082)
H (-5.46998, 2.06296, -0.31975)
O (1.50852, 2.11456, -0.23950)
N (3.85943, -2.28844, 2.18774)
O (1.63422, -0.65878, 0.16844)
H (0.02172, 7.45895, 2.47218)
H (-0.88006, 3.03664, -1.00433)
N (-0.29109, 6.55112, 2.15897)
H (3.95722, -0.86127, -2.90364)
C (0.53122, 1.48651, -0.58041)
H (-2.20211, -6.63258, -0.33417)
N (-0.46354, -3.16331, 2.77632)
H (2.98707, -5.42666, -0.77209)
O (-2.81970, 1.80490, -1.77994)
N (1.92953, 4.22652, -2.27397)
O (3.71967, -0.13636, 2.34328)
H (0.74776, 4.00187, 3.30416)
H (-0.85012, 4.43533, 1.62099)
H (-1.33055, -5.03955, -0.71712)
O (-2.45579, -1.17624, -1.71177)
H (1.08688, 4.70875, -2.55233)
N (-5.08871, -2.98276, -1.69864)
N (4.68373, -1.25820, 3.93782)
H (0.36519, -4.77827, -0.08342)
O (2.08886, -2.86246, -2.37866)
H (-0.65520, -4.13618, 2.58426)
N (5.40384, 0.87800, -2.11226)
H (3.26057, -2.26376, 1.37481)
H (-4.11480, 5.14678, -0.14943)
H (-6.56515, 2.25634, 1.02452)
H (-4.87692, -3.96522, -1.79869)
H (4.73852, 3.52571, -3.15481)
H (-7.39060, -1.02709, -1.25377)
O (-0.61462, -3.60503, -3.06398)
H (-2.90899, 2.74312, -3.35034)
H (-3.89136, 3.51596, -0.59652)
N (2.63040, -4.88812, -1.54854)
C (-1.73539, 1.17870, -1.46418)
O (2.98955, 4.80975, -4.20797)
C (4.47080, 0.42486, -1.40528)
N (3.71699, -0.45619, -2.01016)
O (-3.81995, -0.34164, -4.35966)
H (1.93187, 3.48486, -1.58837)
H (-1.94655, -7.53833, 1.23606)
N (0.84698, -1.60190, 3.33590)
O (0.00810, -6.25785, 1.80876)
H (-1.93003, 2.97161, -4.48229)
C (0.55587, 5.82382, 1.48920)
H (-3.69904, -0.30794, -3.41073)
C (2.19419, -3.66076, -1.46965)
H (2.82789, -5.21710, -2.48282)
N (-6.44938, -1.29655, -1.50195)
H (4.42540, -3.12081, 2.27105)
N (0.11878, 4.63457, 1.41697)
H (-4.41811, -2.31443, -1.34689)
N (-4.50858, 4.21910, -0.21606)
H (3.71618, 3.09280, -1.75125)
H (6.05146, 1.41359, -1.55207)
C (-0.51410, -0.93582, -0.84074)
C (2.93675, 4.21581, -3.16293)
H (-1.17349, 6.14171, 2.43075)
O (1.26258, -3.61438, 4.25127)
H (5.37915, 0.48277, -3.04139)
H (-1.04108, -2.46725, 2.32681)
Li (2.39207, 0.97847, 1.03922)

## Properties
total energy = -3020.61700 hartree
LUMO energy = 1.5 eV
total charge = -1
HOMO energy = -5.66 eV
HOMO-LUMO gap = 7.155 eV

---

2.
ORCA calculation (ωB97M-V/def2-TZVPD) on 7 unconnected molecules or ions with the total composition C16H48N10O9 at a distorted geometry.

Positions of all 83 atoms, in Å:
C (-18.69067, 25.13812, 22.73861)
H (-21.65574, 22.94369, 32.22276)
H (-20.22011, 26.01558, 23.70519)
C (-20.10299, 22.98403, 27.48640)
H (-16.80474, 23.99281, 25.08383)
O (-17.00708, 24.39197, 18.15117)
O (-13.86708, 22.57712, 21.08090)
H (-19.60615, 23.77416, 30.09056)
O (-17.80328, 25.21301, 23.54918)
C (-13.68196, 24.05705, 21.35458)
O (-13.38707, 23.50841, 24.91128)
C (-18.20716, 24.22966, 17.37569)
H (-18.10541, 22.14977, 31.73428)
N (-13.71401, 21.50440, 24.09560)
H (-11.98335, 21.94966, 22.00691)
H (-17.54544, 24.52656, 21.31445)
N (-18.52334, 24.60947, 21.55309)
O (-19.62463, 21.56044, 27.52075)
H (-15.29908, 24.09240, 25.20622)
H (-20.49000, 25.19038, 22.13263)
N (-18.93661, 26.25992, 26.15481)
H (-19.11615, 24.13842, 17.97025)
H (-13.96117, 24.46905, 26.70274)
H (-19.83007, 26.66828, 25.92017)
O (-20.07885, 21.68978, 32.10788)
H (-21.57002, 24.48812, 28.11417)
H (-12.39924, 20.70642, 26.10704)
H (-17.61469, 21.88413, 26.90040)
H (-16.68218, 25.68639, 27.01012)
H (-19.32543, 23.68039, 27.80034)
H (-13.25405, 24.54862, 20.48089)
H (-18.22686, 24.96991, 16.57584)
C (-20.62490, 23.01152, 31.87509)
O (-16.08459, 23.85554, 25.69928)
O (-19.41917, 26.68621, 28.23948)
C (-12.57380, 21.89772, 21.09216)
N (-21.48586, 22.82738, 29.48658)
N (-17.37012, 25.99543, 27.68193)
C (-18.46669, 21.22957, 26.71672)
H (-20.26304, 23.25756, 26.44348)
H (-21.03924, 24.62467, 30.50884)
H (-16.47590, 26.34505, 18.00798)
C (-15.68576, 25.48198, 19.80549)
H (-21.08696, 21.90922, 29.35256)
C (-13.74972, 26.25324, 27.45207)
H (-11.93397, 22.38034, 20.35338)
H (-20.12420, 23.66055, 32.59354)
H (-13.86557, 27.85066, 28.72046)
H (-18.10246, 20.22694, 26.94073)
H (-13.33854, 20.58921, 23.89176)
H (-18.18640, 23.24265, 16.91366)
H (-17.09042, 26.02073, 28.65210)
H (-15.44581, 23.59759, 20.25147)
O (-13.15229, 26.72525, 26.53417)
H (-18.27780, 25.93939, 25.45958)
H (-14.74908, 25.57466, 19.25581)
H (-18.64126, 21.25303, 25.64105)
H (-12.20466, 22.32887, 26.64770)
N (-15.95082, 24.37290, 20.65640)
N (-14.08901, 26.87848, 28.56226)
H (-18.53183, 20.44132, 31.72996)
C (-13.18712, 22.29052, 24.97389)
N (-14.13396, 25.03133, 27.52377)
C (-21.38647, 23.41449, 28.15590)
H (-14.17378, 21.93670, 23.30704)
H (-13.02647, 24.22311, 22.20948)
C (-18.88304, 21.43711, 31.45949)
H (-17.73252, 26.10836, 19.16501)
H (-15.04866, 25.46948, 22.25935)
H (-15.82284, 26.31619, 20.49353)
H (-14.80847, 24.66655, 28.18109)
N (-12.49714, 21.69388, 25.91876)
N (-19.90908, 25.65974, 22.81259)
H (-22.09952, 22.87803, 27.52991)
H (-15.45682, 23.75007, 22.62392)
H (-12.79665, 20.88842, 20.74610)
C (-15.10266, 24.45290, 21.86980)
H (-14.69652, 26.36444, 29.18419)
H (-18.92467, 21.44115, 30.37029)
H (-19.25525, 24.48110, 20.86903)
C (-18.63522, 26.31450, 27.39589)
C (-16.82272, 25.65227, 18.77471)
C (-20.61901, 23.62000, 30.46265)

## Properties
total energy = -1863.11171 hartree
LUMO energy = 0.3 eV
HOMO energy = -8.42 eV
HOMO-LUMO gap = 8.747 eV
energy relative to the best compared isomer or geometry (same formula, charge and spin) = 359.1 kJ/mol

---

3.
ORCA calculation (ωB97M-V/def2-TZVPD) on 5 unconnected molecules or ions with the total composition C16H48N5O4 at a distorted geometry.

Positions of all 73 atoms, in Å:
H (-13.07015, -5.28371, -16.32448)
C (-19.59355, -10.78036, -11.54897)
H (-24.23208, -14.73077, -19.55241)
C (-22.08454, -11.89921, -16.80261)
C (-18.09837, -10.69773, -11.35809)
H (-23.24667, -10.70307, -15.35814)
H (-17.01938, -9.68472, -16.79412)
N (-16.62772, -9.73744, -15.85057)
H (-19.68996, -14.89799, -16.49187)
H (-14.60300, -13.41710, -14.55289)
H (-16.84020, -15.36837, -13.52160)
H (-17.79271, -9.88490, -10.70512)
H (-16.91136, -7.75092, -15.03280)
H (-17.64917, -10.56010, -12.34699)
H (-17.68388, -11.61415, -10.93074)
H (-21.59453, -7.29998, -11.30475)
H (-19.18916, -11.53356, -14.01670)
H (-21.04212, -11.95731, -12.24588)
H (-21.89897, -12.70990, -16.08940)
C (-20.20987, -9.47045, -12.03219)
C (-23.33543, -11.20810, -16.32040)
N (-20.04036, -11.87810, -12.42833)
H (-15.93978, -9.19823, -13.20194)
C (-23.59410, -13.85685, -19.48203)
C (-22.21384, -12.45732, -18.19959)
C (-16.13564, -8.46923, -15.29966)
H (-18.32425, -12.44425, -15.16536)
H (-21.21790, -12.66472, -18.61016)
C (-18.51740, -15.00861, -14.76514)
H (-21.46846, -10.05014, -16.51882)
N (-18.78130, -14.59841, -16.15277)
C (-19.06004, -16.37397, -14.33992)
H (-20.03754, -9.29389, -13.10807)
H (-21.30232, -9.61348, -11.99887)
H (-19.30214, -16.30695, -13.27827)
H (-16.30313, -15.31016, -15.23258)
H (-22.80539, -13.94607, -20.24193)
C (-20.54968, -7.24114, -11.62112)
H (-18.12243, -15.00658, -16.80782)
H (-22.67943, -11.73384, -18.88134)
H (-19.73831, -12.76912, -12.03320)
H (-20.47398, -10.78352, -17.62402)
H (-20.08230, -11.00517, -10.59065)
H (-15.59378, -12.08674, -13.69876)
H (-20.52001, -7.03137, -12.69632)
O (-16.69153, -13.50499, -14.61582)
H (-14.70839, -7.98067, -13.70216)
H (-17.96109, -10.75547, -15.04493)
C (-15.47409, -13.13634, -13.96505)
H (-23.59850, -10.41905, -17.04006)
H (-24.16164, -12.96485, -19.78142)
H (-13.04531, -6.83295, -17.10227)
O (-23.01379, -13.61390, -18.22207)
H (-14.26203, -5.65934, -17.56242)
H (-19.51320, -11.34246, -15.56371)
H (-15.58039, -7.63174, -17.25465)
H (-20.16038, -6.33239, -11.16258)
O (-14.68516, -6.55334, -15.78616)
H (-14.28921, -8.47889, -16.39655)
H (-18.98938, -14.22699, -14.16446)
H (-14.63074, -9.58246, -14.24741)
H (-19.96327, -16.67842, -14.86885)
H (-24.21593, -11.85168, -16.34750)
H (-18.33490, -17.16990, -14.51628)
C (-17.01618, -14.91575, -14.50206)
O (-19.78540, -8.37223, -11.28068)
N (-18.68584, -11.50930, -14.94725)
N (-20.95993, -10.89507, -16.74148)
H (-15.78143, -10.26416, -16.08671)
H (-15.42192, -13.60554, -12.97644)
C (-13.72014, -6.06934, -16.70288)
C (-15.36106, -8.78868, -14.02914)
C (-15.14878, -7.81112, -16.26292)

## Properties
total energy = -1212.86856 hartree
LUMO energy = -1.9 eV
total charge = +1
HOMO energy = -12.11 eV
HOMO-LUMO gap = 10.210 eV
energy relative to the best compared isomer or geometry (same formula, charge and spin) = 87.7 kJ/mol

---

- The highest HOMO-LUMO gap belongs to which entry?
  C16H48N5O4

---

- The lowest HOMO-LUMO gap belongs to which entry?
  C16H48LiN20O17

---

- HOMO energy of number 1 (C16H48LiN20O17)?
  -5.66 eV

---

- Which of these has the highest LUMO energy?
  C16H48LiN20O17